The following is a DFT calculation (ωB97M-V/def2-TZVPD) of one molecule with the formula C2H4N4O2S2.

Structure (XYZ):
```
14
Properties=species:S:1:pos:R:3
C 1.1389 -0.6354 -0.2483
C -0.9459 0.4611 -0.1305
N 1.8100 0.4873 -0.2307
N -0.2276 -0.6905 -0.1666
N 1.6946 -1.8571 0.0186
N 3.0935 0.6685 -0.0436
O 3.8874 -0.2313 -0.2142
O 3.3600 1.7806 0.3124
S -2.6581 0.3867 -0.0007
S -0.2001 2.0247 -0.1866
H 2.6815 -1.8708 -0.1446
H 1.0786 -2.6504 0.0184
H -2.5222 1.8246 -0.1405
H -1.2631 2.8839 0.0256
```

* SMILES: N/C(N=C(S)S)=N\[N+](=O)[O-]
* calculated total energy: -1244.33900 a.u.
* lowest unoccupied orbital energy: -0.701 eV
* frontier orbital gap: 9.094 eV
* charge: 0

The following is a DFT calculation (ωB97M-V/def2-TZVPD) of one molecule with the formula C2H4N4OS.

Structure (XYZ):
```
12
Properties=species:S:1:pos:R:3
C -0.9287 -1.5828 -0.2206
C -0.4447 0.4865 -0.5102
H 0.8669 1.2548 1.6099
H 2.1538 1.1944 0.4892
H 0.9935 -2.0275 0.3862
H -1.7296 2.1630 -1.3503
N 1.4518 0.6548 0.9998
N 0.6858 -0.0265 0.0767
N 0.2692 -1.3179 0.4583
N -1.3920 -0.3490 -0.7603
O -1.4515 -2.6576 -0.3151
S -0.4744 2.2076 -0.8635
```

* SMILES: Nn1[nH]c(=O)nc1S
* calculated total energy: -771.02685 a.u.
* lowest unoccupied orbital energy: 0.358 eV
* frontier orbital gap: 9.861 eV
* charge: 0

The following is a DFT calculation (ωB97M-V/def2-TZVPD) of C2H4N4S as an isolated structure.

Structure (XYZ):
```
11
Properties=species:S:1:pos:R:3
C 1.3415 0.8931 -0.9082
C -0.7113 -0.4116 1.7264
N 1.7984 -0.0377 -0.2194
N 2.1234 -0.8757 0.4510
N -1.0136 -0.0802 0.5968
N -1.6038 -0.5703 -0.4689
S -0.0604 1.7327 -0.2706
H 1.9015 1.1811 -1.8831
H -0.2067 -0.2585 2.6868
H -2.6070 -0.7140 -0.5404
H -0.9623 -0.8590 -1.1704
```

* calculated total energy: -695.56380 a.u.
* lowest unoccupied orbital energy (alpha / beta): -0.017 / -0.017 eV
* frontier orbital gap (alpha / beta): 7.043 / 7.045 eV
* charge: 0

The following is a DFT calculation (ωB97M-V/def2-TZVPD) of one molecule with the formula C2H4N4S.

Structure (XYZ):
```
11
Properties=species:S:1:pos:R:3
C -1.7120 0.9169 0.2311
C 0.0018 -1.1531 -0.4389
N -1.9105 -0.2921 0.4780
N -1.2878 -1.3061 -0.1121
N 0.5894 0.0388 -0.1628
N 1.9395 -0.0137 0.1636
S -0.2536 1.4711 -0.7024
H -2.4195 1.6069 0.5927
H 0.4294 -2.0930 -0.7079
H 2.4383 0.5297 -0.4759
H 2.1849 0.2948 1.1345
```

* SMILES: NN1C=NN=CS1
* calculated total energy: -695.69338 a.u.
* lowest unoccupied orbital energy: 0.202 eV
* frontier orbital gap: 8.680 eV
* charge: 0

The following is a DFT calculation (ωB97M-V/def2-TZVPD) of C2H4N4S as an isolated structure.

Structure (XYZ):
```
11
Properties=species:S:1:pos:R:3
C -1.8503 -1.3524 -0.1654
C 2.1387 0.6690 0.0804
N -2.7391 -0.4059 -0.0481
N -0.6276 -0.8884 -0.0966
N -2.1269 0.7416 0.0982
N -0.8681 0.4330 0.0777
S 0.8379 1.8915 -0.1330
H -1.8998 -2.4267 -0.2946
H 1.6230 -0.3246 0.2844
H 2.5987 0.7939 0.9896
H 2.9134 0.8690 -0.7928
```

* calculated total energy: -695.67747 a.u.
* lowest unoccupied orbital energy: -2.194 eV
* frontier orbital gap: 7.932 eV
* charge: 0

The following is a DFT calculation (ωB97M-V/def2-TZVPD) of one molecule with the formula C2H4N4S.

Structure (XYZ):
```
11
Properties=species:S:1:pos:R:3
C 1.7576 -0.2695 -0.3282
C 1.4511 1.0001 0.0255
N 0.5702 -0.9099 -0.1532
N 0.1105 1.1603 0.2604
N -0.4045 -0.0204 0.1424
N -1.4367 -0.7328 0.1992
S -2.9827 -0.0468 -0.2381
H 2.6306 -0.8592 -0.4849
H 2.1453 1.8027 0.1987
H -0.2594 -1.7173 -0.5527
H -3.5819 0.5926 0.9308
```

* calculated total energy: -695.62385 a.u.
* lowest unoccupied orbital energy: 0.648 eV
* frontier orbital gap: 8.704 eV
* charge: 0

The following is a DFT calculation (ωB97M-V/def2-TZVPD) of a 2-piece molecular cluster, C2H4N4S overall.

Structure (XYZ):
```
11
Properties=species:S:1:pos:R:3
C -0.0363 0.6595 0.0226
C 0.7203 -0.6668 -0.1830
H 0.0220 2.8774 0.2822
H 1.7791 1.8798 -0.1182
H -2.0549 -1.1503 0.8677
H -0.2323 -2.5645 -0.2910
N 0.6633 1.7441 -0.2987
N -1.3750 0.4390 0.0732
N -1.5880 -1.0193 -0.1810
N -0.2550 -1.5065 -0.1963
S 2.3567 -0.6924 0.0226
```

* calculated total energy: -695.65905 a.u.
* lowest unoccupied orbital energy: 0.101 eV
* frontier orbital gap: 8.588 eV
* charge: 0

The following is a DFT calculation (ωB97M-V/def2-TZVPD) of a 2-piece molecular cluster, C2H4N5O overall.

Structure (XYZ):
```
12
Properties=species:S:1:pos:R:3
C -0.2373 -1.2020 3.1253
C 1.1276 -0.1304 0.2439
N -1.3181 -1.4219 3.8749
N -2.3391 -0.7184 3.3361
N -2.0185 -0.0840 2.3156
N -0.7925 -0.3943 2.0876
N -0.1577 0.5066 0.4758
O 0.9793 -1.5376 3.1805
H 1.0252 -0.7644 -0.6807
H 1.8559 0.7292 0.0494
H 1.4760 -0.8478 1.0424
H -0.0468 1.4179 0.8134
```

* calculated total energy: -427.52835 a.u.
* lowest unoccupied orbital energy: 3.557 eV
* frontier orbital gap: 7.234 eV
* charge: -1

The following is a DFT calculation (ωB97M-V/def2-TZVPD) of one molecule with the formula C2H4N6.

Structure (XYZ):
```
12
Properties=species:S:1:pos:R:3
C -0.4421 2.5871 0.9332
C 0.5810 -0.3829 -0.1389
H 0.5609 2.7472 1.4823
H -1.2610 3.3037 1.0624
H -0.5462 -3.1617 -0.5307
H -1.2446 -0.5293 -1.2591
N -0.6322 1.4682 0.2360
N 0.7103 0.8506 0.2090
N 1.7256 -1.3063 -0.0703
N 1.2620 -2.3844 -0.5084
N -0.1409 -2.2319 -0.9370
N -0.5726 -0.9603 -0.4785
```

* SMILES: C=N/N=c1/nn[nH][nH]1
* calculated total energy: -406.98142 a.u.
* lowest unoccupied orbital energy: -0.036 eV
* frontier orbital gap: 8.753 eV
* charge: 0

The following is a DFT calculation (ωB97M-V/def2-TZVPD) of C2H4N6O as an isolated structure.

Structure (XYZ):
```
13
Properties=species:S:1:pos:R:3
C -0.2515 -0.5602 -2.0543
C -0.0228 0.4751 0.8224
N -0.8080 -1.4502 -2.7657
N 0.9250 -0.0482 -2.3939
N -0.0022 -1.4988 -3.7530
N 1.0605 -0.6964 -3.5205
N -1.0954 0.3042 1.5213
N 1.1043 0.8120 1.4622
O -1.1996 0.1891 2.9585
H -2.0685 0.1815 1.1814
H 1.9063 0.8611 0.8626
H 1.3535 0.4544 2.3994
H -0.9017 0.9765 3.2797
```

* calculated total energy: -482.06281 a.u.
* lowest unoccupied orbital energy (alpha / beta): -2.872 / -2.875 eV
* frontier orbital gap (alpha / beta): 7.145 / 7.140 eV
* charge: 0

The following is a DFT calculation (ωB97M-V/def2-TZVPD) of a 2-piece molecular cluster, C2H4N6O3 overall.

Structure (XYZ):
```
15
Properties=species:S:1:pos:R:3
C -1.1102 -0.3178 0.3383
C -0.5111 0.2577 -0.9289
N -0.1947 -0.9512 1.0322
N 0.7188 -0.3535 -0.9778
N 0.8775 -0.9091 0.1691
N -2.4192 -0.2176 0.4404
N 2.0823 -1.5507 0.4350
N 0.7311 1.8236 -0.4582
O -1.0676 0.8689 -1.8269
O 0.2506 2.7121 -1.0755
O 1.5693 1.7736 0.4410
H -2.7155 0.4239 -0.3431
H -3.0155 -0.6027 1.1010
H 1.9605 -2.0352 1.3026
H 2.8438 -0.9219 0.3509
```

* calculated total energy: -632.64465 a.u.
* lowest unoccupied orbital energy (alpha / beta): -1.223 / -1.165 eV
* frontier orbital gap (alpha / beta): 7.489 / 7.222 eV
* charge: 0

The following is a DFT calculation (ωB97M-V/def2-TZVPD) of an isolated ion of composition C2H4NO and charge +1.

Structure (XYZ):
```
8
Properties=species:S:1:pos:R:3
C -0.7492 -0.6475 -0.1579
C -0.2740 0.6828 0.1240
N 1.3565 0.4324 -0.3114
O 1.9451 -0.4064 0.1339
H -0.2841 -1.4170 0.5189
H -1.2074 -1.0819 -1.0454
H -0.7540 1.5042 -0.3823
H -0.0328 0.9333 1.1202
```

* calculated total energy: -208.09463 a.u.
* lowest unoccupied orbital energy (alpha / beta): -7.488 / -8.905 eV
* spin multiplicity: 3
* expectation value of S²: 2.007
* frontier orbital gap (alpha / beta): 7.503 / 10.123 eV
* charge: +1

The following is a DFT calculation (ωB97M-V/def2-TZVPD) of an isolated ion of composition C2H4NO2 and charge -1.

Structure (XYZ):
```
9
Properties=species:S:1:pos:R:3
C -0.1966 -1.0746 0.1974
C 0.2064 0.3961 -0.2817
N -0.2436 0.1766 1.0755
O 0.6263 0.4128 2.0676
O -0.5771 0.9230 -1.3107
H -1.1943 -1.2896 -0.0055
H 0.5845 -1.8979 -0.0438
H 1.3268 0.4625 -0.6006
H -0.5323 1.8911 -1.0981
```

* SMILES: [O-]N1C[C@H]1O
* calculated total energy: -283.70646 a.u.
* lowest unoccupied orbital energy: 4.215 eV
* frontier orbital gap: 5.783 eV
* charge: -1

The following is a DFT calculation (ωB97M-V/def2-TZVPD) of a 2-piece molecular cluster, C2H4NO2 overall.

Structure (XYZ):
```
9
Properties=species:S:1:pos:R:3
C 0.8836 0.5617 -0.8058
C 0.3404 0.5775 0.5461
N -1.2149 -1.5146 0.5443
O -1.8783 -1.4203 1.6052
O 1.7220 0.3630 0.2248
H 0.7066 -0.4778 -1.3590
H 1.1424 1.5494 -1.3988
H 0.1495 1.5403 1.0170
H -1.8514 -1.1791 -0.3739
```

* calculated total energy: -283.61976 a.u.
* lowest unoccupied orbital energy (alpha / beta): 4.587 / 4.581 eV
* frontier orbital gap (alpha / beta): 6.933 / 6.017 eV
* charge: -1

The following is a DFT calculation (ωB97M-V/def2-TZVPD) of a 2-piece molecular cluster, C2H4NO2 overall.

Structure (XYZ):
```
9
Properties=species:S:1:pos:R:3
C 1.8742 0.9352 -0.3822
C 0.4300 -0.4610 0.2039
N -1.9227 -0.3737 0.1659
O 2.0015 1.2402 -1.4642
O -0.7116 -0.0469 -0.1846
H 2.2546 1.1318 0.5932
H 0.6573 -1.2803 0.8466
H -2.0165 -1.2834 0.6955
H -2.5669 0.1382 -0.4743
```

* calculated total energy: -283.35870 a.u.
* lowest unoccupied orbital energy: -5.550 eV
* frontier orbital gap: 9.755 eV
* charge: +1

The following is a DFT calculation (ωB97M-V/def2-TZVPD) of one molecule with the formula C2H4NO2P.

Structure (XYZ):
```
10
Properties=species:S:1:pos:R:3
C 0.5106 -0.6358 -0.4365
C 0.5272 0.7690 0.2912
N -0.8732 -1.0161 -0.5039
O -0.6082 1.4292 -0.0991
O -1.4998 -0.8376 0.7884
P -1.9507 0.3091 -0.2060
H 0.7080 -0.8001 -1.4345
H 1.1971 -1.2762 0.1256
H 0.6572 0.5669 1.4318
H 1.3319 1.4915 0.0430
```

* SMILES: C1Cn2op2O1
* calculated total energy: -625.12539 a.u.
* lowest unoccupied orbital energy: 0.538 eV
* frontier orbital gap: 10.282 eV
* charge: 0

The following is a DFT calculation (ωB97M-V/def2-TZVPD) of one molecule with the formula C2H4NO2PS2.

Structure (XYZ):
```
12
Properties=species:S:1:pos:R:3
C 0.7303 0.8772 0.5313
C -0.7176 1.0016 -0.0456
N 0.7404 -1.6897 0.5233
O 0.3198 -1.2149 -0.7296
O 0.9165 -2.8808 0.7086
P 1.2429 -0.6008 1.6992
S -1.3598 -0.5623 -0.8929
S -2.0949 0.0621 -2.5652
H 1.5194 0.5851 -0.2006
H 0.8781 1.7439 1.2233
H -1.5196 1.0555 0.6674
H -0.6554 1.6232 -0.9193
```

* calculated total energy: -1421.36372 a.u.
* lowest unoccupied orbital energy (alpha / beta): -1.324 / -1.297 eV
* frontier orbital gap (alpha / beta): 7.411 / 7.355 eV
* charge: 0

The following is a DFT calculation (ωB97M-V/def2-TZVPD) of a 2-piece molecular cluster, C2H4NO2S overall.

Structure (XYZ):
```
10
Properties=species:S:1:pos:R:3
C 0.5066 -0.6787 -0.2670
C -1.0769 0.8478 0.3783
N 1.6504 -0.4129 0.1095
O -3.4991 0.7996 -0.5979
O -2.3516 -1.3892 -0.4151
S -2.7127 -0.1184 0.2802
H 0.0029 -1.4365 -0.8428
H -0.7590 1.0968 1.3816
H -0.9443 1.6270 -0.3559
H 2.4196 -1.0461 -0.1509
```

* calculated total energy: -681.94496 a.u.
* lowest unoccupied orbital energy: 4.159 eV
* frontier orbital gap: 7.125 eV
* charge: -1

The following is a DFT calculation (ωB97M-V/def2-TZVPD) of an isolated ion of composition C2H4NO2S and charge +1.

Structure (XYZ):
```
10
Properties=species:S:1:pos:R:3
C 0.1303 2.4326 -0.2812
C -0.8515 -1.3253 0.1290
N 0.1253 1.2900 -0.2449
O 1.3106 -0.7612 -1.3726
O 1.9112 -0.1539 1.6238
S 0.7664 -0.5284 -0.1039
H 0.0956 3.5015 -0.3014
H -1.6413 -0.5778 0.1651
H -1.0145 -2.0199 -0.6945
H -0.8320 -1.8576 1.0807
```

* SMILES: C#[N+]S(C)(=O)=O
* calculated total energy: -681.48476 a.u.
* lowest unoccupied orbital energy (alpha / beta): -6.542 / -6.307 eV
* frontier orbital gap (alpha / beta): 9.050 / 9.274 eV
* charge: +1

The following is a DFT calculation (ωB97M-V/def2-TZVPD) of a 2-piece molecular cluster, C2H4NO3 overall.

Structure (XYZ):
```
10
Properties=species:S:1:pos:R:3
C 1.4615 0.0446 0.3528
N 0.7435 -0.1996 1.4848
O 2.6641 -0.1797 0.3144
H 0.8290 0.2452 -0.5094
H -0.2512 -0.4348 1.4403
H 1.3003 -0.8957 1.9712
O -1.1636 1.3300 -1.9002
C -1.6467 0.4108 -1.2452
O -1.3697 -0.2551 -0.2007
H -2.5671 -0.0654 -1.7080
```

* calculated total energy: -359.15619 a.u.
* lowest unoccupied orbital energy: 4.250 eV
* frontier orbital gap: 8.409 eV
* charge: -1

What did we get for energy above the lowest of the compared OMol25 structures with the same formula, charge and spin? Answer: 351.51 29.47 703.95 363.76 405.52 546.30 453.87 215.26 355.73 701.84 112.31 79.22 537.06 764.68 518.45 277.97 301.84 375.82 471.48 64.79 kJ/mol, in the order shown.